Density functional theory data (the ωB97M-V functional and the def2-TZVPD basis) for a molecular structure, C33H45BIrN8OS3.

Element x y z (Å)
1 Ir -1.5447 2.4111 -0.9335
2 C -4.3029 -1.6767 -2.4162
3 C -2.8425 -1.6418 -2.1010
4 C -1.9830 -2.6863 -2.3648
5 C -0.6097 -2.5993 -2.0638
6 N -0.1220 -1.5089 -1.4937
7 N -0.9409 -0.5037 -1.2394
8 B -0.2834 0.7385 -0.5739
9 N 1.1704 0.9276 -1.1292
10 N 2.1505 0.2926 -0.5422
11 C 3.3719 0.4156 -1.0613
12 C 3.5722 1.1620 -2.2324
13 C 2.5363 1.8444 -2.8486
14 C 2.7043 2.6766 -4.0765
15 C 1.3087 1.7047 -2.2020
16 S -0.1839 2.5549 -2.5999
17 C 4.4750 -0.3140 -0.3188
18 C 4.3894 0.0608 1.1690
19 C 5.8572 0.0511 -0.8585
20 C 4.2314 -1.8213 -0.4866
21 N -0.1561 0.5944 0.9598
22 N -0.0967 -0.6351 1.4594
23 C 0.2478 -0.7744 2.7222
24 C 0.5824 0.3598 3.4994
25 C 0.4699 1.6323 3.0011
26 C 0.7596 2.8687 3.7863
27 C 0.0410 1.7066 1.6615
28 S -0.3456 3.2231 0.8764
29 C 0.3322 -2.1822 3.2776
30 C 1.7768 -2.6572 3.0465
31 C -0.6492 -3.1034 2.5508
32 C 0.0102 -2.1936 4.7781
33 C -2.2418 -0.5110 -1.5345
34 S -3.1735 0.9671 -1.2161
35 C 0.4005 -3.6755 -2.4305
36 C -0.2883 -4.9360 -2.9543
37 C 1.2369 -4.0355 -1.1982
38 C 1.3046 -3.0844 -3.5261
39 H -4.5678 -2.6139 -2.8994
40 H -4.5823 -0.8609 -3.0849
41 H -4.8962 -1.5870 -1.5040
42 H -2.3663 -3.5823 -2.8330
43 H 4.5677 1.2236 -2.6500
44 H 3.7539 2.7493 -4.3498
45 H 2.3227 3.6874 -3.9237
46 H 2.1648 2.2343 -4.9161
47 H 4.5428 1.1309 1.3193
48 H 5.1725 -0.4670 1.7116
49 H 3.4279 -0.2262 1.5970
50 H 6.0544 1.1232 -0.7999
51 H 6.0042 -0.2846 -1.8864
52 H 6.6137 -0.4478 -0.2546
53 H 3.2521 -2.1026 -0.1001
54 H 4.9901 -2.3685 0.0723
55 H 4.3008 -2.1262 -1.5321
56 H 0.8981 0.2186 4.5245
57 H 0.9411 2.6308 4.8315
58 H -0.0765 3.5690 3.7329
59 H 1.6429 3.3761 3.3934
60 H 2.0397 -2.6123 1.9868
61 H 1.8764 -3.6902 3.3789
62 H 2.4936 -2.0567 3.6100
63 H -0.5068 -3.0751 1.4728
64 H -1.6828 -2.8356 2.7768
65 H -0.4892 -4.1261 2.8905
66 H 0.7962 -1.7374 5.3803
67 H -0.0810 -3.2253 5.1154
68 H -0.9365 -1.6950 4.9938
69 H -1.0091 -5.3375 -2.2394
70 H 0.4629 -5.7073 -3.1182
71 H -0.7868 -4.7710 -3.9111
72 H 0.6354 -4.5620 -0.4570
73 H 1.6692 -3.1508 -0.7319
74 H 2.0465 -4.6992 -1.4995
75 H 0.7469 -2.8898 -4.4432
76 H 2.0957 -3.7958 -3.7611
77 H 1.7725 -2.1564 -3.1915
78 N -7.1816 6.4381 1.1511
79 C -6.6507 5.3431 1.7294
80 O -7.0777 4.7943 2.7123
81 C -5.4126 4.7504 1.0559
82 C -4.7138 3.8203 1.8196
83 C -3.6114 3.1937 1.2910
84 N -3.1897 3.4420 0.0399
85 C -3.8588 4.3319 -0.7138
86 C -4.9618 5.0087 -0.2326
87 H -7.9921 6.8448 1.5932
88 H -6.7552 6.9423 0.3967
89 H -5.0686 3.5988 2.8173
90 H -3.0384 2.4768 1.8625
91 H -3.4946 4.5055 -1.7188
92 H -5.4619 5.7053 -0.8909

Values from the calculation:
Energy above the lowest of the compared OMol25 structures with the same formula, charge and spin = 0.0 kcal per mole
Net charge = +3
LUMO level = -11.29 eV